81
Properties=species:S:1:pos:R:3:lowdin_charge:R:1 method="wB97M-V/def2-TZVPD" largest_force_ha_per_bohr=0.01770 e_homo_ev="-2.46 / -3.13" multiplicity=1 lumo_energy_ev="1.66 / 1.66" de_lowest_ev=0.366 total_charge=-1
Sr 0.24 -0.07 -0.02 0.96
N 0.50 0.66 4.60 0.00
C 0.24 -0.21 3.64 -0.19
N 0.28 0.38 2.47 -0.02
C 0.63 1.70 2.78 -0.34
N 0.76 1.90 4.09 0.10
C 0.84 2.69 1.75 -0.27
C 1.20 4.00 2.08 -0.15
N 1.44 4.96 1.21 0.02
C 1.30 4.55 -0.12 -0.18
C 0.94 3.30 -0.48 -0.19
N 0.70 2.29 0.42 -0.12
H 0.57 0.50 5.59 0.14
H 0.04 -1.26 3.81 0.12
H 1.29 4.26 3.13 0.10
H 1.50 5.30 -0.88 0.08
H 0.84 3.04 -1.52 0.09
C -2.37 -1.30 -5.56 -0.13
C -2.75 -0.36 -4.60 -0.12
C -1.88 -0.01 -3.58 -0.06
C -0.61 -0.60 -3.48 -0.31
C -0.24 -1.56 -4.44 -0.04
C -1.12 -1.89 -5.46 -0.12
N 0.23 -0.16 -2.47 -0.17
N 1.30 -0.93 -2.23 -0.12
C 2.41 -0.19 -1.75 -0.45
C 2.77 1.02 -2.37 -0.07
C 3.91 1.69 -1.98 -0.11
C 4.71 1.18 -0.97 -0.11
C 4.35 0.01 -0.32 -0.17
C 3.19 -0.69 -0.67 -0.67
H -3.05 -1.57 -6.36 0.08
H -3.72 0.12 -4.65 0.09
H -2.15 0.74 -2.84 0.10
H 0.74 -2.01 -4.36 0.10
H -0.82 -2.63 -6.19 0.09
H 2.14 1.39 -3.16 0.10
H 4.18 2.63 -2.47 0.09
H 5.61 1.70 -0.67 0.09
H 4.94 -0.37 0.50 0.08
I -2.87 1.61 0.88 1.04
C -4.74 0.98 0.19 -0.60
C -5.57 2.05 -0.05 -0.19
C -6.94 1.88 -0.35 -0.08
C -7.46 0.63 -0.35 -0.05
C -6.64 -0.50 -0.11 -0.16
C -7.26 -1.78 -0.08 -0.04
C -6.54 -2.90 0.14 -0.06
C -5.14 -2.79 0.25 -0.11
C -4.48 -1.60 0.19 -0.29
P -2.63 -1.75 0.06 1.02
C -2.33 -3.01 -1.22 -0.39
C -3.26 -3.45 -2.16 -0.09
C -2.88 -4.36 -3.14 -0.09
C -1.57 -4.82 -3.19 -0.09
C -0.63 -4.35 -2.28 -0.07
C -1.01 -3.44 -1.31 -0.14
C -2.36 -2.68 1.64 -0.35
C -2.01 -4.03 1.73 -0.07
C -1.87 -4.63 2.97 -0.08
C -2.09 -3.92 4.14 -0.09
C -2.44 -2.57 4.06 -0.10
C -2.57 -1.96 2.82 -0.13
C -5.23 -0.38 0.09 -0.17
H -5.17 3.05 0.03 0.07
H -7.56 2.74 -0.54 0.10
H -8.52 0.47 -0.52 0.11
H -8.34 -1.82 -0.22 0.11
H -7.02 -3.87 0.19 0.11
H -4.56 -3.71 0.35 0.11
H -4.28 -3.08 -2.14 0.10
H -3.60 -4.68 -3.87 0.10
H -1.28 -5.52 -3.96 0.10
H 0.40 -4.65 -2.34 0.11
H -0.23 -3.06 -0.65 0.01
H -1.85 -4.60 0.83 0.10
H -1.58 -5.68 3.02 0.10
H -1.97 -4.39 5.10 0.10
H -2.61 -2.00 4.96 0.10
H -2.83 -0.91 2.77 0.07
Te 2.45 -2.33 0.48 0.55

=====

82
Properties=species:S:1:pos:R:3:mulliken_spin:R:1 method="wB97M-V/def2-TZVPD" largest_force_ha_per_bohr=0.01173 e_homo_ev="-13.00 / -13.20" multiplicity=2 lumo_energy_ev="-6.85 / -6.90" de_lowest_ev=3.114 total_charge=+2
Ir -0.58 1.66 0.49 0.97
C 2.96 -0.98 1.51 0.01
C 2.17 0.02 0.94 -0.02
N 0.95 0.29 1.37 0.14
C 0.47 -0.37 2.44 -0.03
C 1.18 -1.40 3.06 0.01
C 2.45 -1.71 2.55 -0.01
C 0.60 -2.05 4.20 0.00
C -0.57 -1.61 4.72 0.00
C -1.25 -0.48 4.16 0.00
C -2.38 0.10 4.77 0.00
C -2.90 1.24 4.24 0.00
C -2.36 1.77 3.06 -0.01
N -1.35 1.22 2.40 -0.03
C -0.76 0.12 2.99 0.02
H 3.94 -1.18 1.11 0.00
H 2.54 0.64 0.13 0.00
H 3.02 -2.52 3.00 0.00
H 1.12 -2.89 4.65 0.00
H -1.00 -2.08 5.59 0.00
H -2.79 -0.34 5.67 0.00
H -3.74 1.75 4.69 0.00
H -2.78 2.66 2.64 -0.01
Br -3.27 3.71 0.40 0.03
C -3.40 2.92 -1.30 -0.01
C -4.11 3.68 -2.20 0.01
C -4.33 3.19 -3.48 -0.01
C -3.85 1.95 -3.83 0.00
C -3.12 1.19 -2.93 0.00
C -2.66 -0.12 -3.37 0.00
C -1.81 -0.84 -2.66 -0.01
C -1.24 -0.29 -1.38 0.00
C -1.91 0.94 -0.75 0.13
C -2.82 1.66 -1.61 -0.19
H -4.50 4.64 -1.90 0.00
H -4.89 3.78 -4.20 0.00
H -4.03 1.54 -4.82 0.00
H -3.07 -0.50 -4.30 0.00
H -1.52 -1.83 -2.95 0.00
H -1.69 -1.41 0.38 0.00
S 1.25 3.28 0.88 0.03
C 0.74 4.49 1.97 0.00
N 1.58 5.18 2.73 0.01
C 0.92 6.27 3.46 0.00
C -0.56 6.05 3.10 0.00
N -0.50 4.91 2.16 0.00
H 2.58 5.02 2.72 0.00
H 1.29 7.23 3.12 0.00
H 1.10 6.18 4.53 0.00
H -1.00 6.92 2.61 0.00
H -1.16 5.79 3.97 0.00
H -1.25 4.63 1.55 -0.01
O 0.43 1.49 -1.39 -0.01
C 0.19 0.25 -1.58 -0.03
N 1.13 -0.61 -1.84 0.00
C 1.03 -2.07 -1.53 0.00
C 0.03 -2.18 -0.33 0.00
O 0.19 -2.91 0.61 0.00
N -1.08 -1.39 -0.42 -0.01
C 2.44 -2.56 -1.20 0.00
C 2.63 -3.73 -0.47 0.00
C 3.91 -4.19 -0.20 0.00
C 5.03 -3.51 -0.67 0.00
C 4.85 -2.38 -1.46 0.00
C 3.57 -1.92 -1.72 0.00
C 0.54 -2.90 -2.72 0.00
C -0.22 -4.04 -2.51 0.00
C -0.62 -4.82 -3.59 0.00
C -0.27 -4.46 -4.88 0.00
C 0.50 -3.32 -5.09 0.00
C 0.90 -2.54 -4.01 0.00
H 2.07 -0.23 -1.90 0.00
H 1.79 -4.29 -0.10 0.00
H 4.04 -5.10 0.37 0.00
H 6.02 -3.88 -0.47 0.00
H 5.70 -1.87 -1.88 0.00
H 3.49 -1.07 -2.40 0.00
H -0.50 -4.34 -1.50 0.00
H -1.21 -5.71 -3.42 0.00
H -0.58 -5.06 -5.72 0.00
H 0.79 -3.04 -6.09 0.00
H 1.50 -1.65 -4.19 0.00

=====

142
Properties=species:S:1:pos:R:3:lowdin_charge:R:1 method="wB97M-V/def2-TZVPD" largest_force_ha_per_bohr=0.05624 e_homo_ev=-9.31 multiplicity=1 lumo_energy_ev=-0.88 total_charge=0
O -0.98 4.13 -3.23 0.11
C -1.11 3.03 -2.73 -0.32
C -1.33 1.77 -3.58 -0.24
C -0.72 1.56 -4.81 -0.03
C -0.96 0.35 -5.48 -0.05
C -1.78 -0.63 -4.91 -0.12
C -2.43 -0.44 -3.68 0.00
C -2.20 0.77 -3.02 -0.22
C -2.86 1.08 -1.67 -0.33
O -3.99 0.77 -1.39 0.08
C -1.94 1.81 -0.70 -0.21
C -1.99 1.46 0.65 -0.12
C -1.08 2.10 1.54 -0.28
C -1.12 1.70 3.01 -0.09
C 0.34 1.53 3.53 -0.06
C 0.50 0.26 4.39 -0.42
F 0.28 -0.87 3.68 0.11
F -0.44 0.35 5.39 0.11
C 1.91 0.30 5.07 -0.33
F 1.82 0.99 6.23 0.14
F 2.78 1.01 4.29 0.13
C 2.59 -1.08 5.32 -0.32
F 2.83 -1.74 4.18 0.14
F 3.83 -0.80 5.84 0.11
C 1.90 -2.00 6.37 -0.52
F 2.70 -3.08 6.51 0.16
F 0.70 -2.43 6.00 0.20
F 1.85 -1.43 7.58 0.18
C -0.21 3.04 1.01 -0.16
C -0.15 3.39 -0.37 -0.19
C -1.04 2.76 -1.24 -0.16
H -0.08 2.34 -5.23 0.13
H -0.49 0.15 -6.45 0.11
H -1.93 -1.59 -5.43 -0.05
H -3.07 -1.19 -3.21 0.12
H -2.68 0.70 1.01 0.14
H -1.60 0.71 3.06 0.12
H -1.75 2.37 3.62 0.13
H 0.98 1.39 2.63 0.12
H 0.65 2.41 4.11 0.14
H 0.51 3.52 1.68 0.12
H 0.57 4.11 -0.75 0.11
C 3.28 1.00 -0.65 -1.46
Cl 1.82 1.97 -0.32 0.75
Cl 4.73 1.82 -0.07 0.48
Cl 3.12 -0.60 0.08 0.50
H 3.37 0.87 -1.73 -0.02
C -6.83 -1.46 -1.16 -1.49
Cl -7.12 -0.56 -2.64 0.53
Cl -8.28 -2.32 -0.62 0.49
Cl -5.49 -2.60 -1.38 0.55
H -6.55 -0.75 -0.39 0.02
C 0.22 -3.17 0.42 -1.52
Cl 1.70 -3.38 -0.52 0.50
Cl -0.21 -1.46 0.55 0.55
Cl -1.11 -4.09 -0.29 0.53
H 0.39 -3.56 1.42 0.02
C -3.78 5.18 1.32 -1.49
Cl -5.34 4.95 2.11 0.53
Cl -2.57 5.75 2.48 0.53
Cl -3.23 3.68 0.55 0.80
H -3.90 5.94 0.55 -0.08
C 6.27 -1.73 3.30 -1.52
Cl 8.02 -1.92 3.45 0.53
Cl 5.87 -0.79 1.86 0.50
Cl 5.47 -3.30 3.26 0.54
H 5.91 -1.19 4.17 0.00
C -5.85 9.05 0.37 -1.53
Cl -7.41 8.82 1.16 0.53
Cl -4.64 9.61 1.53 0.53
Cl -5.31 7.56 -0.41 0.57
H -5.96 9.82 -0.39 0.01
C 3.23 3.84 7.76 -1.57
Cl 4.18 4.28 9.18 0.53
Cl 1.60 4.52 7.85 0.53
Cl 4.04 4.38 6.28 0.52
H 3.15 2.76 7.73 -0.02
C -11.36 0.82 -2.47 -1.54
Cl -10.28 -0.36 -1.71 0.48
Cl -12.94 0.11 -2.78 0.50
Cl -11.51 2.27 -1.47 0.53
H -10.92 1.11 -3.42 -0.03
C -4.69 3.28 -5.28 -1.45
Cl -3.64 2.57 -4.03 0.83
Cl -3.81 3.50 -6.79 0.55
Cl -6.09 2.22 -5.52 0.53
H -5.04 4.24 -4.94 0.02
C 6.55 -6.06 0.36 -1.55
Cl 8.13 -5.72 -0.34 0.52
Cl 5.31 -5.04 -0.39 0.50
Cl 6.13 -7.76 0.17 0.51
H 6.58 -5.83 1.41 0.00
C -10.70 -1.68 2.42 -1.52
Cl -8.96 -1.83 2.63 0.49
Cl -11.16 0.00 2.16 0.53
Cl -11.26 -2.70 1.08 0.51
H -11.18 -2.03 3.33 0.01
C 9.00 2.09 0.05 -1.59
Cl 7.56 3.07 0.38 0.50
Cl 10.45 2.91 0.64 0.54
Cl 8.85 0.49 0.77 0.51
H 9.08 1.98 -1.02 -0.13
C 5.37 -1.16 8.57 -1.56
Cl 6.84 -1.55 7.68 0.54
Cl 5.24 -2.15 10.03 0.54
Cl 5.32 0.56 8.97 0.53
H 4.52 -1.38 7.93 -0.03
C 10.70 0.55 -4.01 -1.52
Cl 10.89 2.24 -4.49 0.53
Cl 12.14 -0.38 -4.43 0.55
Cl 10.38 0.44 -2.27 0.58
H 9.85 0.14 -4.54 0.02
C -6.57 -4.74 1.61 -1.57
Cl -8.04 -4.97 2.55 0.50
Cl -5.28 -4.07 2.62 0.52
Cl -6.06 -6.25 0.87 0.53
H -6.78 -4.03 0.82 -0.08
C 15.13 -2.82 -4.19 -1.56
Cl 14.99 -4.31 -3.25 0.52
Cl 16.13 -1.64 -3.34 0.52
Cl 15.78 -3.16 -5.80 0.52
H 14.13 -2.40 -4.31 -0.04
C 6.17 3.58 -3.69 -1.52
Cl 4.70 2.64 -3.45 0.55
Cl 7.60 2.63 -3.25 0.53
Cl 6.29 4.14 -5.36 0.54
H 6.13 4.45 -3.04 0.02
C 2.48 -9.15 2.11 -1.55
Cl 4.16 -9.46 2.54 0.51
Cl 2.22 -7.42 1.83 0.51
Cl 2.02 -10.08 0.69 0.53
H 1.85 -9.46 2.94 0.01
C -3.75 -3.66 -7.82 -1.51
Cl -3.84 -5.17 -6.91 0.53
Cl -2.79 -2.46 -6.94 0.63
Cl -3.08 -3.94 -9.43 0.53
H -4.76 -3.28 -7.93 0.02
C -13.17 -0.21 -6.93 -1.53
Cl -14.64 -0.46 -5.98 0.52
Cl -11.87 0.45 -5.92 0.53
Cl -12.65 -1.72 -7.68 0.53
H -13.39 0.50 -7.71 0.01

=====

92
Properties=species:S:1:pos:R:3:lowdin_charge:R:1 method="wB97M-V/def2-TZVPD" largest_force_ha_per_bohr=0.01939 e_homo_ev=-2.63 multiplicity=1 lumo_energy_ev=0.61 de_lowest_ev=2.113 total_charge=-1
Sr 0.26 -1.01 -0.26 1.49
O 2.14 2.91 -0.29 0.00
C 1.73 1.80 -0.66 -0.56
N 0.47 1.40 -0.86 -0.01
C -0.33 2.41 -1.56 -0.46
O 0.21 2.97 -2.52 -0.01
C -1.68 2.65 -1.21 -0.16
C -2.44 3.62 -1.91 -0.07
C -3.57 4.19 -1.40 -0.14
C -3.85 3.93 -0.01 -0.12
C -3.25 2.93 0.64 -0.10
N -2.42 2.02 -0.11 0.02
C 2.85 0.80 -1.01 -0.17
C 4.07 1.33 -1.42 0.00
C 5.08 0.48 -1.83 -0.07
C 4.86 -0.89 -1.81 -0.07
C 3.63 -1.34 -1.37 -0.14
N 2.65 -0.53 -0.99 0.00
H -2.01 3.97 -2.84 0.11
H -4.09 4.98 -1.93 0.06
H -4.50 4.59 0.56 0.09
H -3.37 2.73 1.70 0.10
H 4.18 2.41 -1.40 0.12
H 6.03 0.88 -2.17 0.10
H 5.62 -1.59 -2.13 0.10
H 3.41 -2.40 -1.33 0.10
S 3.97 -5.10 5.78 0.99
N 3.71 -3.52 5.60 -0.22
C 3.17 -3.36 4.40 -0.30
C 2.77 -2.09 3.81 -0.10
C 2.93 -0.86 4.46 0.01
C 2.55 0.28 3.80 -0.01
C 1.97 0.18 2.53 -0.09
N 1.78 -0.99 1.94 0.06
C 2.19 -2.11 2.54 -0.15
C 2.03 -3.39 1.79 -0.15
N 1.47 -3.33 0.57 0.08
C 1.31 -4.45 -0.12 -0.11
C 1.70 -5.70 0.37 -0.03
C 2.26 -5.78 1.62 0.00
C 2.43 -4.60 2.35 -0.10
C 3.01 -4.58 3.69 -0.31
N 3.42 -5.64 4.37 -0.22
H 3.37 -0.84 5.44 0.12
H 2.67 1.26 4.25 0.12
H 1.67 1.06 1.99 0.09
H 0.84 -4.34 -1.09 0.12
H 1.54 -6.59 -0.23 0.11
H 2.57 -6.72 2.05 0.12
N -1.39 6.09 4.24 0.08
C -2.02 4.96 4.60 -0.82
S -3.16 4.95 5.78 0.63
C -1.58 3.74 3.84 -0.24
C -1.97 2.48 4.28 -0.05
C -1.54 1.36 3.57 -0.12
N -0.76 1.43 2.50 0.08
C -0.41 2.64 2.06 -0.13
C -0.80 3.81 2.69 -0.01
H -1.62 6.94 4.73 0.09
H -0.61 6.09 3.61 0.09
H -2.60 2.38 5.15 0.08
H -1.87 0.37 3.86 0.10
H 0.18 2.68 1.15 0.09
H -0.53 4.74 2.22 0.11
C -0.83 -3.58 3.84 -0.24
S -1.47 -2.88 2.32 0.78
C -2.09 -4.37 1.57 -0.24
O -2.65 -2.08 2.75 -0.51
H -1.67 -4.02 4.37 0.06
H -0.41 -2.76 4.42 0.05
H -0.06 -4.34 3.64 0.04
H -1.30 -5.12 1.51 0.05
H -2.42 -4.10 0.57 0.04
H -2.91 -4.72 2.19 0.06
F -3.93 0.44 0.48 0.16
C -2.82 0.73 -0.20 -0.59
F -2.92 0.21 -1.44 0.15
F -1.84 -0.14 0.40 -0.12
O -0.11 -1.64 -2.56 -0.11
C -1.08 -2.34 -2.19 -0.67
O -1.31 -2.65 -0.98 -0.20
C -2.06 -2.81 -3.23 -0.13
C -2.53 -1.90 -4.18 -0.01
C -3.45 -2.32 -5.13 -0.08
C -3.87 -3.64 -5.16 -0.11
C -3.39 -4.55 -4.23 -0.10
C -2.49 -4.12 -3.26 -0.04
H -2.18 -0.88 -4.15 0.13
H -3.83 -1.61 -5.85 0.10
H -4.59 -3.96 -5.91 0.09
H -3.72 -5.58 -4.25 0.09
H -2.14 -4.82 -2.50 0.11